No. 1
This record from the OMol25 dataset describes a gas-phase ion, C6H6N (charge +1). The level of theory is wB97M-V/def2-TZVPD.

ORCA input file:
```
! RIJCOSX wB97M-V def2-TZVPD def2/J DEFGRID3
* xyz 1 1
C -1.22284 -0.95951 0.22769
C -1.82453 0.14887 -0.43555
C 1.91736 0.03102 0.32386
C -0.93367 0.37345 0.91523
C 1.03072 -0.32024 -0.84543
C 0.52047 0.09582 0.64024
N 0.14384 -1.11686 -0.02896
H -1.55690 0.57429 -1.49283
H -2.78962 0.18251 -0.07709
H 2.67546 -0.78988 0.63973
H 2.43346 1.06909 0.14546
H -1.38298 0.76042 1.78128
H 0.98922 -0.04898 -1.79362
*
```

Calculated values
- E_HOMO (spin up / spin down) (hartree) = -0.53182 / -0.52766
- SMILES = C1C2=[N+]3[C@@H]4C[C@]43[C@@H]12
- HOMO-LUMO gap (spin up / spin down) (Eh) = 0.29147 / 0.29269
- E_LUMO (spin up / spin down) (eV) = -6.5 / -6.4

Mulliken atomic charge list, values in e, 4 entries:
1. C 0.109
2. C -0.334
3. C -0.343
4. C -0.180



No. 2
This record from the OMol25 dataset describes a gas-phase ion, C6H6N (charge +1). The level of theory is wB97M-V/def2-TZVPD.

ORCA input file:
```
! RIJCOSX wB97M-V def2-TZVPD def2/J DEFGRID3
* xyz 1 1
C -0.35512 -1.70798 -0.14954
C -0.11269 1.04013 -0.04035
C -1.99654 -0.37941 -0.29181
C 1.88933 -0.22115 0.16936
C 1.15548 1.04123 -0.26380
C 0.74871 -1.20294 0.01112
N -1.26958 0.67108 0.32854
H -2.35730 -0.42656 -1.26220
H -2.67287 -0.83169 0.57556
H 2.64400 -0.46878 -0.61499
H 2.25523 0.00841 1.19894
H 1.69234 1.69826 -0.87602
H -1.62099 0.77941 1.21517
*
```

Calculated values
- E_HOMO (hartree) = -0.52305
- HOMO-LUMO gap (Eh) = 0.29715
- E_LUMO (eV) = -6.1

Mulliken atomic charge list, values in e, 4 entries:
1. C -0.097
2. C 0.465
3. C -0.383
4. C -0.122



For reference, relative energy (zero: lowest compared OMol25 entry of this formula, charge and spin) by record: 6.583, 5.644 eV.
For reference, F_max by record: 6.3, 7.1 eV/A.